# 1
{"formula": "C4H12O3", "method": "ωB97M-V/def2-TZVPD", "elements": ["C", "C", "C", "O", "C", "H", "H", "H", "H", "H", "H", "H", "H", "H", "H", "O", "H", "H", "O"], "coordinates": [[3.27, -0.59, 0.24], [2.48, 0.24, -0.72], [1.22, 0.68, -0.56], [0.43, 0.02, 0.39], [0.60, 1.93, -1.09], [3.95, 0.02, 0.84], [3.87, -1.35, -0.25], [2.50, -1.13, 0.82], [3.04, 0.67, -1.54], [-0.16, 0.69, 0.77], [-0.50, 1.85, -1.27], [1.07, 2.26, -2.02], [0.69, 2.75, -0.38], [-3.44, 0.68, 1.40], [-2.27, -0.06, 1.93], [-2.50, 0.78, 1.53], [-3.03, -3.14, -0.49], [-3.74, -1.83, -0.68], [-3.83, -2.67, -0.23]], "relative_energy_kj_mol": 85.7, "fmax_ha_per_bohr": 0.036, "orbital_gap_ev": 8.8, "homo_ev": -8.322}

***

# 2
{"formula": "C4H12O3", "method": "ωB97M-V/def2-TZVPD", "elements": ["C", "O", "C", "C", "C", "O", "H", "H", "H", "H", "H", "H", "H", "H", "H", "H", "H", "H", "O"], "coordinates": [[-0.68, 1.70, 0.02], [-1.19, 1.48, 1.30], [0.61, 0.96, -0.13], [0.43, -0.39, -0.89], [1.78, -0.92, -1.53], [-0.15, -1.45, -0.09], [-1.35, 1.29, -0.73], [-0.50, 2.71, -0.29], [-1.32, 2.29, 1.74], [1.20, 1.40, -0.93], [1.13, 0.81, 0.82], [-0.34, -0.12, -1.70], [1.59, -1.87, -2.04], [2.09, -0.17, -2.28], [2.77, -1.04, -0.79], [-0.26, -1.40, 0.88], [-2.42, -1.22, 2.41], [-1.53, -2.05, 1.67], [-1.86, -2.01, 2.57]], "relative_energy_kj_mol": 161.9, "fmax_ha_per_bohr": 0.066, "orbital_gap_ev": 11.0, "homo_ev": -10.370}

***

# 3
{"formula": "C4H12O3", "method": "ωB97M-V/def2-TZVPD", "elements": ["C", "C", "C", "C", "H", "H", "H", "H", "H", "H", "H", "H", "O", "H", "H", "O", "H", "H", "O"], "coordinates": [[-0.01, -1.30, 3.53], [-0.99, -0.62, 4.20], [-2.04, -1.31, 4.94], [-3.21, -0.71, 5.29], [-0.17, -2.37, 3.40], [0.82, -0.74, 3.09], [-1.31, 0.41, 3.94], [-1.83, -2.35, 5.17], [-3.83, -1.30, 5.97], [-3.51, 0.32, 5.42], [2.70, 1.06, -3.73], [3.77, 1.69, -3.03], [2.99, 1.15, -2.81], [-0.27, 2.88, -5.46], [-0.46, 2.38, -6.89], [-0.60, 3.14, -6.32], [2.26, -0.31, -6.04], [3.32, -1.11, -5.38], [2.37, -0.92, -5.29]], "multiplicity": 2, "relative_energy_kj_mol": 210.3, "fmax_ha_per_bohr": 0.071, "orbital_gap_ev": [7.2, 4.4], "homo_ev": [-13.014, -13.014], "total_charge": 1}

***

# 4
{"formula": "C4H12O4", "method": "ωB97M-V/def2-TZVPD", "elements": ["O", "C", "C", "C", "C", "O", "H", "H", "H", "H", "H", "H", "H", "H", "H", "H", "O", "H", "H", "O"], "coordinates": [[1.85, -0.02, -1.13], [2.29, 0.12, 0.01], [1.55, -0.08, 1.29], [0.28, 0.71, 1.14], [-0.75, 0.29, 2.11], [-1.81, -0.62, 1.63], [3.33, 0.56, -0.17], [1.28, -1.18, 1.28], [2.21, 0.08, 2.09], [0.33, 1.91, 1.03], [-0.17, 0.36, 0.19], [-1.12, 0.97, 2.79], [-0.27, -0.52, 2.80], [-2.17, -0.22, 0.76], [-2.98, 0.13, -1.80], [-1.35, 0.29, -1.97], [-2.17, 0.74, -1.58], [-0.55, -1.83, -2.46], [0.53, -0.49, -2.21], [-0.26, -0.88, -2.63]], "relative_energy_kj_mol": 256.6, "fmax_ha_per_bohr": 0.110, "orbital_gap_ev": 10.6, "homo_ev": -10.160}

***

# 5
{"formula": "C4H12O4", "method": "ωB97M-V/def2-TZVPD", "elements": ["O", "C", "C", "C", "C", "O", "H", "H", "H", "H", "H", "H", "H", "H", "H", "H", "O", "H", "H", "O"], "coordinates": [[2.41, 0.14, -1.53], [2.10, 0.46, -0.40], [0.91, -0.17, 0.26], [0.24, 0.68, 1.35], [-0.82, -0.09, 2.15], [-1.39, -1.14, 1.38], [2.84, 1.12, 0.08], [0.24, -0.19, -0.61], [1.03, -1.24, 0.41], [1.10, 0.93, 1.98], [-0.25, 1.52, 0.87], [-1.56, 0.60, 2.56], [-0.37, -0.52, 3.04], [-1.77, -0.73, 0.61], [-2.60, 0.68, -1.17], [-1.33, -0.19, -1.52], [-2.07, -0.08, -0.92], [0.20, -1.33, -3.02], [0.99, -0.07, -2.68], [0.10, -0.40, -2.85]], "relative_energy_kj_mol": 120.5, "fmax_ha_per_bohr": 0.040, "orbital_gap_ev": 10.7, "homo_ev": -9.963}

***

# 6
{"formula": "C4H12O4", "method": "ωB97M-V/def2-TZVPD", "elements": ["O", "C", "O", "C", "C", "C", "H", "H", "H", "H", "H", "H", "H", "H", "H", "H", "O", "H", "H", "O"], "coordinates": [[-0.38, 2.19, 1.27], [-0.39, 1.75, 0.16], [0.12, 2.51, -0.82], [-1.03, 0.40, -0.17], [-0.90, -0.17, -1.62], [-0.38, -1.60, -1.58], [-0.12, 2.23, -1.69], [-2.05, 0.57, 0.19], [-0.60, -0.32, 0.52], [-1.83, -0.08, -2.17], [-0.21, 0.42, -2.23], [0.13, -1.85, -0.65], [0.34, -1.88, -2.36], [-1.19, -2.30, -1.76], [1.51, 0.84, 3.05], [0.05, 1.09, 2.72], [0.67, 0.38, 2.98], [2.12, -1.21, 2.17], [2.11, -1.22, 0.61], [2.05, -1.75, 1.39]], "relative_energy_kj_mol": 41.2, "fmax_ha_per_bohr": 0.024, "orbital_gap_ev": 11.2, "homo_ev": -10.752}